{
  "formula": "C41H53N11O6S",
  "method": "the ωB97M-V functional and the def2-TZVPD basis",
  "species": ["S", "O", "O", "O", "O", "N", "C", "C", "C", "C", "H", "H", "H", "H", "H", "N", "C", "C", "C", "C", "H", "H", "H", "H", "H", "N", "C", "C", "C", "C", "H", "H", "H", "H", "H", "N", "C", "C", "C", "C", "H", "H", "H", "H", "H", "N", "C", "C", "C", "C", "H", "H", "H", "H", "H", "N", "C", "C", "C", "C", "H", "H", "H", "H", "H", "N", "C", "C", "C", "C", "H", "H", "H", "H", "H", "N", "C", "C", "C", "C", "H", "H", "H", "H", "H", "N", "C", "C", "C", "C", "H", "H", "H", "H", "H", "N", "C", "C", "C", "C", "H", "H", "H", "H", "H", "C", "N", "O", "O", "H", "H", "H"],
  "coordinates": [[0.26810, -0.15399, -0.05373], [0.41717, -0.31791, -1.53081], [0.87429, -1.21251, 0.65189], [0.94179, 1.16870, 0.31770], [-1.11151, 0.03921, 0.22677], [-4.12778, -1.21293, -0.10487], [-4.33044, -1.41559, -1.52530], [-5.72138, -1.96114, -1.70805], [-6.35849, -2.06333, -0.26931], [-5.25732, -1.42993, 0.61010], [-3.16475, -0.88901, 0.35447], [-3.47397, -1.09640, -2.36625], [-6.18223, -2.28340, -2.56926], [-7.40462, -2.51863, -0.06558], [-5.07644, -1.49086, 1.67193], [-0.62707, 1.31631, -3.25013], [-2.01576, 1.57621, -3.25040], [-2.26674, 2.41742, -4.45442], [-1.00066, 2.36601, -5.24418], [-0.01487, 1.73243, -4.33858], [-0.30219, 0.75614, -2.57243], [-2.48310, 1.38001, -2.23748], [-3.21227, 3.07012, -4.68619], [-0.78836, 2.82769, -6.25136], [1.04109, 1.56021, -4.50051], [-0.39925, -2.42088, -2.98048], [-0.04373, -3.72833, -2.79528], [-0.08126, -4.41916, -4.15664], [-0.52191, -3.32074, -5.13470], [-0.65563, -2.02871, -4.29022], [-0.25573, -1.83177, -2.17154], [0.16173, -4.01116, -1.82317], [0.10440, -5.45999, -4.32806], [-0.51499, -3.51826, -6.12625], [-0.91357, -1.06496, -4.86485], [2.10517, -3.37779, 0.21062], [1.92913, -4.59656, 1.00294], [2.72477, -5.72653, 0.39481], [3.32144, -5.04883, -0.80015], [2.99441, -3.55642, -0.89960], [1.74363, -2.38038, 0.41943], [1.25213, -4.64770, 1.71395], [2.67809, -6.75015, 0.66128], [4.12850, -5.48894, -1.42622], [3.44846, -2.80114, -1.63578], [-0.92937, -2.34543, 3.16001], [-2.01639, -3.04447, 3.16650], [-2.34143, -3.61013, 4.60073], [-1.23321, -2.89716, 5.43421], [-0.36285, -2.09828, 4.47116], [-0.38008, -1.93618, 2.47272], [-2.56903, -3.31696, 2.14412], [-3.19948, -4.20968, 4.93086], [-1.28256, -2.73425, 6.55320], [0.64668, -1.74549, 4.72701], [0.98410, 2.36934, 2.53049], [1.64741, 2.06126, 3.72373], [1.19893, 3.07121, 4.81478], [0.33986, 4.01466, 4.17238], [0.20953, 3.46365, 2.74751], [1.12246, 1.80786, 1.64199], [2.15183, 1.25147, 3.76195], [1.54020, 3.02777, 5.80499], [-0.40627, 4.91419, 4.67319], [-0.47572, 3.71729, 1.69053], [2.22394, 3.24292, -0.53420], [2.85368, 3.93070, 0.40800], [3.53472, 5.13506, -0.30466], [3.30363, 4.93477, -1.79247], [2.35541, 3.68192, -1.78509], [1.43948, 2.40326, -0.17076], [2.79877, 3.58148, 1.34479], [4.20390, 6.01077, -0.06495], [3.44541, 5.39822, -2.57830], [1.91686, 3.20375, -2.76325], [3.17703, -0.88521, 1.81108], [3.86815, -1.71841, 2.65426], [5.00140, -0.99786, 3.24039], [5.11410, 0.33335, 2.52251], [3.90495, 0.39681, 1.65865], [2.17295, -1.11443, 1.49189], [3.55280, -2.68078, 3.11298], [5.82987, -1.36417, 4.01834], [5.69714, 1.14391, 2.69850], [3.42622, 1.19128, 1.16743], [2.49698, -0.46730, -3.28501], [3.25359, 0.64091, -2.98030], [4.32904, 0.62149, -4.09048], [3.99534, -0.50565, -5.05630], [2.82864, -1.18260, -4.39344], [1.60646, -0.75837, -2.63153], [3.02796, 1.18624, -2.11348], [5.16440, 1.32775, -4.06562], [4.43809, -0.75675, -5.86169], [2.20705, -1.90027, -4.56351], [-3.32800, 2.22768, 0.58195], [-2.82691, 3.33230, -0.09595], [-3.81709, 4.42906, -0.12757], [-4.97618, 3.89366, 0.85375], [-4.60669, 2.46071, 1.26902], [-2.70435, 1.34975, 0.67127], [-1.86891, 3.29467, -0.53699], [-3.90754, 5.38558, -0.58069], [-5.77078, 4.48089, 1.16054], [-5.06191, 1.65330, 1.97368], [-2.62962, 0.74599, 3.35127], [-3.50037, 0.90865, 4.51152], [-4.66978, 1.12644, 4.30704], [-3.02910, 0.77564, 5.62717], [-2.96250, 0.06461, 2.51856], [-1.66901, 0.35764, 3.57073], [-2.31209, 1.73356, 2.80479]],
  "forces_ev_per_angstrom": [[0.09, 5.79, -3.46], [0.50, -0.70, 1.59], [0.13, -2.32, 2.19], [-0.11, -2.23, -0.60], [-3.03, -0.58, 1.14], [1.39, 0.84, -2.20], [-1.42, -0.51, -0.33], [3.48, 1.96, 6.75], [4.04, 1.90, -1.49], [-2.68, -3.16, -2.12], [-2.80, -0.90, -1.74], [-2.58, -1.07, 2.71], [-0.70, -0.45, -1.84], [2.24, 1.20, -0.01], [-0.70, 0.18, 0.24], [-4.64, 2.39, -2.63], [1.10, 2.42, -1.25], [0.92, -1.27, 1.00], [0.21, -0.23, 2.83], [-1.54, 1.53, -3.58], [2.05, -2.28, 2.88], [0.03, 0.44, -1.78], [1.96, -1.82, 0.44], [-0.28, -0.59, 1.52], [-0.10, -0.10, -0.04], [0.09, -0.29, -1.27], [-1.05, -0.70, -6.64], [-1.29, 5.45, 2.24], [1.42, 0.87, 8.63], [0.23, -4.22, -3.57], [-0.39, 0.77, -0.36], [0.55, -0.93, 1.58], [0.08, -0.16, -0.13], [-0.36, 0.10, -3.01], [0.51, -1.26, 2.16], [1.43, -1.35, -0.46], [5.42, -0.29, -6.87], [-1.62, 7.22, -1.65], [0.12, 2.17, 0.79], [-0.19, -5.15, 2.52], [0.40, -2.83, -0.49], [-3.07, 0.08, 3.40], [0.16, -0.59, 0.20], [-0.94, 0.26, 0.36], [-1.21, -1.08, 1.59], [3.09, 1.52, 4.94], [-4.39, -4.47, 1.46], [4.29, 4.58, -2.31], [-1.07, 0.93, -3.70], [-3.84, -3.84, 1.97], [0.36, 0.51, -2.43], [1.36, 0.72, 2.56], [0.57, 0.53, -0.35], [0.46, -0.58, -1.59], [-0.75, 0.20, -0.82], [0.89, 0.81, 3.92], [-5.52, 8.15, 1.54], [0.41, -2.14, -5.37], [-1.99, -0.73, -2.21], [-2.06, 1.75, -1.28], [-0.72, 0.55, 0.96], [3.75, -5.26, 0.60], [0.32, 0.05, 1.09], [2.60, -2.90, -1.73], [1.97, -0.08, 3.72], [-2.91, -2.54, 0.27], [2.83, 5.68, -5.12], [-0.89, -2.44, -2.43], [-5.17, -9.00, 11.91], [2.43, 3.41, -2.92], [2.54, 1.90, -1.81], [0.06, -0.50, 3.44], [-0.93, -1.44, 0.72], [1.82, 4.85, -7.24], [0.70, 0.82, 2.54], [1.23, 1.46, 0.37], [2.42, 1.97, 2.66], [0.45, 0.67, -1.59], [-6.45, -4.83, -1.39], [1.87, -4.06, 3.57], [2.49, 1.19, 0.54], [-0.20, 0.80, -1.15], [-2.26, 0.58, -1.99], [1.86, 2.00, 0.47], [-0.24, 0.74, -0.79], [-2.22, -0.47, 2.01], [3.04, -3.00, -5.45], [-3.47, -1.41, 1.38], [-5.47, 2.59, 10.39], [5.99, 6.90, 0.28], [2.91, 1.13, -1.94], [0.20, 0.79, 0.81], [-0.41, -0.37, -0.41], [3.10, -1.72, -5.44], [-3.24, -4.61, -1.83], [-0.50, -0.09, 1.24], [-4.39, 2.09, 0.41], [-1.14, -5.77, 4.25], [5.83, -4.46, -1.92], [1.11, 3.53, -2.23], [-1.47, 2.06, -0.24], [0.74, -0.16, -0.53], [0.59, 0.40, -0.32], [-1.55, 0.69, 0.56], [0.93, 1.88, -1.62], [1.72, 1.21, -3.40], [0.26, -0.57, 0.56], [-0.77, 0.22, -0.34], [0.24, 0.17, -0.45], [-0.70, 0.71, 1.29], [0.72, -0.50, 1.24], [-1.30, -1.34, 1.49]],
  "de_lowest_ev": 2.924,
  "homo_ev": -2.979,
  "lumo_ha": 0.1462,
  "energy_ev": -82867.007,
  "max_force_ev_per_a": 15.79,
  "charge": -2
}